Density functional theory data (ωB97M-V/def2-TZVPD) for a single C3H6N2OS2 molecule.

Structure (XYZ):
```
14
Properties=species:S:1:pos:R:3:lowdin_charge:R:1
C -0.694 0.277 -0.122 -0.448
C 1.618 -0.172 0.533 -0.366
C 0.655 0.904 0.077 -0.418
H -4.069 0.072 0.505 -0.086
H -1.156 -1.764 0.008 0.046
H 2.699 0.054 0.260 0.098
H 1.724 -0.317 1.710 0.126
H 0.720 1.703 0.807 0.152
H 1.546 0.475 -1.577 0.135
N -1.939 0.737 -0.002 -0.288
N -0.414 -1.085 -0.324 -0.434
O 1.300 1.392 -1.078 -0.076
S -3.106 -0.539 -0.376 0.675
S 1.116 -1.737 -0.423 0.885
```

**Highest occupied orbital energy**: -8.401 eV
**SMILES**: O[C@@H]1CSN/C1=N\S
**Total charge**: 0
**DFT total energy**: -1098.9449 Eh
**ΔE to the lowest compared entry with this formula, charge and spin**: 81.0 kcal per mole